Entry 1:
The following is a quantum chemistry calculation of a molecular structure, C35H36BrMgN4O3PS at a distorted geometry, from the OMol25 dataset.

Values from the calculation:
- ΔE to the lowest compared entry with this formula, charge and spin: 112.7 kJ/mol
- Total charge: 0

Each line ends with the Mulliken charge.
Atoms and positions in Å:
Mg -0.101 0.646 1.337  1.6149
C -2.392 0.519 3.670  -0.8932
C -2.451 1.811 2.870  -0.9544
N -1.097 2.297 2.565  0.1581
C -0.386 2.937 3.666  -1.4001
C 0.386 1.979 4.548  0.9081
C 0.523 2.268 5.900  -0.9905
C 1.197 1.374 6.711  -0.5724
C 1.663 0.201 6.148  -0.9899
C 1.484 -0.019 4.786  0.9188
C 1.954 -1.334 4.198  -1.2939
N 1.123 -1.818 3.123  0.2438
C -0.115 -2.502 3.448  -0.9799
C -1.194 -1.549 3.944  -1.0545
N -1.532 -0.466 3.008  -0.2146
N 0.896 0.880 3.989  0.0765
H -3.402 0.140 3.856  0.5343
H -1.942 0.732 4.642  0.4112
H -3.039 2.556 3.416  0.5518
H -2.940 1.622 1.915  0.2802
H -1.195 2.979 1.817  0.2098
H -1.072 3.504 4.304  0.3227
H 0.327 3.644 3.234  0.4524
H 0.094 3.174 6.309  0.4322
H 1.322 1.569 7.768  0.4303
H 2.148 -0.551 6.756  0.4277
H 2.051 -2.053 5.026  0.2857
H 2.955 -1.172 3.788  0.3975
H 1.673 -2.377 2.488  0.2113
H 0.021 -3.282 4.213  0.4800
H -0.461 -2.987 2.533  0.3184
H -0.829 -1.077 4.859  0.3856
H -2.085 -2.127 4.218  0.5611
H -2.006 -0.850 2.189  0.3566
O -1.667 3.468 0.035  -0.8543
S -1.018 2.281 -0.498  1.7083
O 0.387 2.164 -0.053  -0.7717
O -1.722 1.040 -0.113  -0.7518
C -1.073 2.528 -2.278  0.1655
C -1.551 3.771 -2.688  -0.4393
C -1.642 4.062 -4.037  -0.7261
C -1.267 3.113 -4.975  -0.7672
C -0.787 1.881 -4.568  -0.4622
C -0.675 1.564 -3.215  -0.7453
P -0.018 -0.069 -2.670  1.7041
C 1.560 -0.022 -3.605  0.5275
C 2.516 0.800 -2.996  -0.8586
C 3.806 0.877 -3.490  -0.6459
C 4.176 0.112 -4.591  -0.5580
C 3.236 -0.698 -5.206  -0.7333
C 1.934 -0.762 -4.722  -0.2813
C -1.187 -1.177 -3.541  0.2367
C -2.542 -0.826 -3.520  -0.7092
C -3.517 -1.724 -3.925  -0.7442
C -3.161 -2.997 -4.351  -0.5002
C -1.825 -3.364 -4.365  -0.8996
C -0.848 -2.467 -3.952  -0.2452
H -1.853 4.485 -1.937  0.6046
H -2.004 5.031 -4.356  0.3982
H -1.350 3.338 -6.032  0.4153
H -0.487 1.143 -5.302  0.4005
H 2.232 1.372 -2.117  0.3205
H 4.534 1.520 -3.010  0.4228
H 5.191 0.150 -4.965  0.3801
H 3.517 -1.292 -6.067  0.4197
H 1.214 -1.378 -5.242  0.4552
H -2.834 0.158 -3.173  0.3936
H -4.559 -1.430 -3.906  0.4139
H -3.923 -3.705 -4.654  0.3833
H -1.540 -4.356 -4.692  0.4054
H 0.184 -2.792 -3.924  0.4648
Br 2.737 -4.814 -1.727  -0.2103
C 1.983 -3.276 -0.880  -0.1856
C 0.620 -3.241 -0.637  -0.5201
C 0.079 -2.113 -0.028  -0.1167
C 0.843 -1.006 0.382  -0.0394
C 2.215 -1.108 0.096  -0.1635
C 2.792 -2.212 -0.527  -0.4700
H -0.010 -4.069 -0.939  0.3966
H -1.006 -2.102 0.094  0.3392
H 2.877 -0.287 0.365  0.3776
H 3.854 -2.237 -0.742  0.4403

***

Entry 2:
The following is a quantum chemistry calculation of a molecular structure, C35H36CoFN6O6Se at a distorted geometry, from the OMol25 dataset.

Values from the calculation:
- ΔE to the lowest compared entry with this formula, charge and spin: 80.3 kJ/mol
- Total charge: 0

Each line ends with the Mulliken charge.
Atoms and positions in Å:
Co -1.320 0.058 -0.261  0.2553
O 0.198 0.440 0.863  0.6283
C 1.041 1.411 0.961  0.5866
C 1.728 1.609 2.179  -0.6493
C 2.683 2.583 2.310  -0.6761
C 2.974 3.436 1.243  -0.9866
C 2.295 3.298 0.057  -0.8390
C 1.334 2.291 -0.131  0.9197
C 0.633 2.200 -1.365  -1.5407
N -0.199 1.247 -1.667  1.8743
N -0.778 1.243 -2.870  -1.3325
C -1.853 0.484 -2.959  0.5087
O -2.316 -0.150 -1.959  -0.8465
C -2.553 0.409 -4.250  0.4506
C -2.028 0.963 -5.414  -0.1921
C -2.727 0.847 -6.601  -0.7180
C -3.949 0.190 -6.631  -0.3524
C -4.491 -0.326 -5.465  -0.6660
C -3.795 -0.222 -4.278  -0.4351
H 1.475 0.959 3.004  0.5192
H 3.206 2.695 3.246  0.5244
H 3.720 4.207 1.359  0.4260
H 2.499 3.979 -0.757  0.4411
H 0.796 2.995 -2.092  0.3373
H -1.076 1.468 -5.372  0.4422
H -2.325 1.263 -7.512  0.3880
H -4.482 0.088 -7.566  0.3893
H -5.455 -0.813 -5.488  0.3882
H -4.187 -0.622 -3.355  0.4080
C -1.997 -3.528 3.377  -1.0156
C -0.625 -4.163 3.580  -0.6718
C 0.369 -3.807 2.474  -0.1988
C 0.628 -2.303 2.421  -0.8747
N 1.601 -1.937 1.421  0.7262
C 1.335 -1.804 0.104  -0.7334
Se -0.261 -2.276 -0.697  -0.1659
N 2.400 -1.244 -0.513  1.7107
C 2.510 -0.949 -1.919  -1.2064
C 3.539 -1.846 -2.615  -0.8783
C 3.223 -3.340 -2.533  -0.1686
C 2.045 -3.760 -3.402  -1.1853
C 3.348 -0.948 0.440  0.3102
C 4.563 -0.283 0.369  -0.8745
C 5.261 -0.107 1.550  -0.9856
C 4.776 -0.589 2.764  -0.7702
C 3.563 -1.246 2.846  -0.8074
C 2.843 -1.404 1.671  0.9080
H -2.696 -3.906 4.120  0.4264
H -2.385 -3.759 2.389  0.2796
H -1.955 -2.447 3.478  0.1992
H -0.736 -5.249 3.602  0.3669
H -0.218 -3.854 4.546  0.3264
H -0.025 -4.139 1.510  0.2332
H 1.314 -4.327 2.652  0.3020
H 1.001 -1.956 3.387  0.5830
H -0.299 -1.770 2.187  -0.3334
H 2.805 0.100 -2.025  0.3884
H 1.523 -1.080 -2.368  0.3065
H 4.520 -1.670 -2.168  0.3253
H 3.587 -1.541 -3.662  0.5470
H 3.023 -3.617 -1.494  0.1004
H 4.111 -3.890 -2.855  0.4159
H 1.117 -3.311 -3.053  0.1949
H 1.925 -4.840 -3.364  0.3614
H 2.210 -3.470 -4.437  0.3376
H 4.941 0.105 -0.562  0.5024
H 6.201 0.422 1.532  0.4316
H 5.353 -0.433 3.662  0.4113
H 3.189 -1.604 3.792  0.4928
F -1.150 4.545 4.071  -0.3618
C -2.265 4.335 3.346  0.4087
C -2.734 3.083 3.188  0.0131
N -3.874 2.818 2.495  0.0463
C -4.200 1.448 2.170  -1.1401
C -3.156 0.907 1.182  1.2408
O -2.978 -0.324 1.088  -0.7831
O -2.486 1.736 0.535  -0.7689
C -4.572 3.827 1.848  0.4941
O -5.568 3.624 1.199  -0.6241
N -4.061 5.089 2.042  -0.0801
C -2.909 5.481 2.721  0.2788
O -2.553 6.633 2.739  -0.6122
H -2.212 2.242 3.621  0.3840
H -5.191 1.441 1.707  0.4108
H -4.213 0.827 3.067  0.2944
H -4.551 5.829 1.549  0.2292

***

Entry 3:
The following is a quantum chemistry calculation of a molecular structure, C35H36FN6O3RhSb, from the OMol25 dataset.

Values from the calculation:
- ΔE to the lowest compared entry with this formula, charge and spin: 0.0 kJ/mol
- Total charge: +3

Each line ends with the Mulliken charge.
Atoms and positions in Å:
Rh -0.126 0.470 -2.991  0.1898
C 0.231 3.266 -1.155  -1.0018
C -0.133 3.547 -2.577  0.8716
C -0.329 4.879 -2.940  -0.8262
C -0.625 5.216 -4.238  -0.7102
C -0.686 4.186 -5.168  -0.7181
C -0.501 2.877 -4.770  -0.1516
N -0.257 2.545 -3.472  0.6224
Sb -0.597 1.504 -6.441  0.9718
C 1.099 0.400 -5.773  -0.0271
C 2.082 0.010 -6.658  -0.7719
C 3.246 -0.577 -6.173  -0.4313
C 3.418 -0.655 -4.808  -0.9303
C 2.412 -0.226 -3.951  1.2704
C 2.662 -0.196 -2.472  -1.2552
N 1.247 0.219 -4.451  0.4561
C -1.910 0.200 -5.388  -0.0743
C -2.950 -0.349 -6.107  -0.7351
C -3.915 -1.107 -5.456  -0.5568
C -3.842 -1.186 -4.087  -0.8458
C -2.795 -0.589 -3.387  1.3897
C -2.879 -0.633 -1.894  -1.6015
N -1.801 0.032 -4.056  0.5720
H 0.496 4.199 -0.665  0.5155
H 1.074 2.581 -1.074  0.2040
H -0.608 2.821 -0.624  0.1240
H -0.234 5.639 -2.178  0.4802
H -0.782 6.245 -4.531  0.4497
H -0.874 4.409 -6.210  0.4335
H 1.946 0.169 -7.719  0.4539
H 4.016 -0.924 -6.848  0.4552
H 4.338 -1.028 -4.377  0.5274
H 3.652 0.226 -2.299  0.6453
H 2.637 -1.203 -2.057  0.3401
H 1.963 0.422 -1.899  -0.1044
H -3.007 -0.184 -7.175  0.4439
H -4.718 -1.583 -6.003  0.4592
H -4.601 -1.701 -3.514  0.5243
H -3.915 -0.438 -1.617  0.6503
H -2.261 0.101 -1.389  -0.0163
H -2.629 -1.632 -1.535  0.3673
F -0.165 2.479 3.755  -0.3361
C -0.039 1.225 3.289  0.3362
C -0.073 1.023 1.942  -0.4677
C -0.003 -0.277 1.421  0.9367
C -0.081 -0.502 -0.014  0.7795
O -0.212 0.513 -0.782  -0.4458
C -0.014 -1.840 -0.441  0.3881
C 0.098 -2.842 0.504  -0.3192
N 0.185 -2.642 1.815  0.3133
C 0.257 -3.787 2.716  -0.3007
C 1.110 -4.955 2.338  -1.0245
C 1.538 -4.051 3.453  -0.4443
C 0.119 -1.348 2.319  -0.7863
C 0.181 -1.113 3.700  -0.9942
C 0.099 0.168 4.213  -1.0433
N 0.157 0.366 5.605  0.3193
C 0.637 1.622 6.161  -0.6279
C 1.212 1.378 7.544  -0.9836
N 0.156 0.755 8.421  -0.1498
C -0.386 -0.515 7.819  -0.7189
C -0.894 -0.223 6.419  -0.5626
C -0.090 -2.345 -1.858  -0.1395
O -0.222 -3.534 -2.045  -0.6778
O 0.030 -1.510 -2.859  -0.4805
H -0.184 1.867 1.279  0.4041
H 0.118 -3.869 0.165  0.9231
H -0.684 -3.978 3.215  0.4597
H 1.678 -4.903 1.419  0.3517
H 0.724 -5.935 2.575  0.2693
H 2.369 -3.387 3.252  0.2351
H 1.466 -4.409 4.471  0.3380
H 0.334 -1.941 4.375  0.8781
H -0.153 2.382 6.218  0.4400
H 1.433 2.032 5.543  0.4827
H 1.529 2.303 8.020  0.4395
H 2.042 0.673 7.516  0.3678
H -0.611 1.421 8.553  0.4010
H 0.535 0.570 9.352  0.3549
H -1.176 -0.881 8.471  0.3939
H 0.441 -1.223 7.806  0.3761
H -1.770 0.443 6.478  0.2019
H -1.239 -1.158 5.983  0.4529

***

Entry 4:
The following is a quantum chemistry calculation of a molecular structure, C35H36GeMgN3O3 at a distorted geometry, from the OMol25 dataset.

Values from the calculation:
- Total charge: +1

Each line ends with the Mulliken charge.
Atoms and positions in Å:
Mg -2.361 0.332 0.884  0.6208
N -5.569 0.237 2.289  -0.0351
C -5.237 -0.814 1.464  0.4227
C -6.182 -1.853 1.497  -0.6019
C -6.009 -3.004 0.728  -0.6096
C -4.854 -3.027 -0.064  -0.7418
C -3.911 -1.938 -0.017  -0.2419
N -4.095 -0.860 0.754  0.0439
C -4.721 1.218 2.804  0.5772
C -5.261 2.127 3.703  -0.7299
C -4.547 3.235 4.098  -0.3218
C -3.253 3.392 3.627  -1.1777
C -2.754 2.405 2.749  -0.0507
N -3.449 1.291 2.398  -0.3101
H -6.480 0.187 2.814  0.2681
H -7.025 -1.667 2.200  0.3241
H -6.600 -3.909 0.882  0.4006
H -4.641 -3.836 -0.748  0.4340
H -3.020 -1.965 -0.634  0.5596
H -6.211 1.857 4.158  0.3419
H -5.078 4.011 4.697  0.3817
H -2.707 4.302 3.831  0.4373
H -1.769 2.474 2.272  0.5524
C -3.587 3.262 -2.334  -0.7026
C -2.077 3.285 -2.312  -0.6082
C -1.695 2.683 -0.948  -0.2708
O -2.773 1.786 -0.611  -0.1140
C -4.020 2.422 -1.108  -0.6108
H -3.921 2.670 -3.175  0.2755
H -4.039 4.271 -2.382  0.2992
H -1.553 4.210 -2.415  0.4813
H -1.637 2.711 -3.127  0.2726
H -1.656 3.483 -0.184  0.3407
H -0.762 2.113 -0.956  0.0344
H -4.384 3.063 -0.264  0.3175
H -4.733 1.619 -1.331  0.3617
O -0.448 0.879 1.338  -0.4756
C -0.215 -0.421 1.290  1.7003
O -1.028 -1.332 0.809  -0.6444
C 1.126 -1.009 1.813  -0.9557
C 2.334 -0.159 1.483  -1.1185
Ge 3.178 -0.502 -0.323  2.0140
C 4.738 -1.699 0.035  -0.3003
C 5.323 -1.588 1.297  -0.4107
C 6.372 -2.485 1.639  -0.5994
C 6.844 -3.431 0.751  -0.6861
C 6.409 -3.339 -0.587  -0.4938
C 5.351 -2.521 -0.938  -0.1935
C 2.128 -1.823 -1.346  0.1914
C 1.109 -1.392 -2.232  -0.2523
C 0.266 -2.350 -2.866  -0.6902
C 0.281 -3.689 -2.462  -0.5361
C 1.200 -4.077 -1.517  -0.6012
C 2.141 -3.160 -0.982  -0.3706
C 3.982 1.001 -1.254  0.1445
C 5.378 1.169 -1.097  -0.1533
C 6.032 2.168 -1.806  -0.7407
C 5.345 3.054 -2.595  -0.4816
C 3.949 2.944 -2.727  -0.5548
C 3.284 1.924 -2.089  -0.2564
H 1.201 -2.051 1.379  0.1026
H 1.035 -1.192 2.864  0.6358
H 3.094 -0.390 2.246  0.2978
H 2.119 0.897 1.533  0.4211
H 4.871 -0.957 2.100  0.1554
H 6.773 -2.436 2.646  0.3886
H 7.582 -4.181 0.964  0.4083
H 6.878 -3.966 -1.359  0.3451
H 4.975 -2.462 -1.969  0.3753
H 1.078 -0.347 -2.529  0.3031
H -0.427 -1.990 -3.624  0.4352
H -0.403 -4.440 -2.902  0.3707
H 1.221 -5.077 -1.106  0.4218
H 2.964 -3.532 -0.384  0.3583
H 5.947 0.506 -0.492  0.4313
H 7.104 2.251 -1.702  0.3860
H 5.902 3.790 -3.120  0.4127
H 3.354 3.711 -3.245  0.3577
H 2.222 1.932 -2.176  0.2380

***

| no. | energy (eV) |
| --- | --- |
| 1 | -144596.26940 |
| 2 | -163797.86768 |
| 3 | -64202.50041 |
| 4 | -109450.47635 |